Record 1
{"formula": "C82H77F13N4O8", "method": "wB97M-V/def2-TZVPD", "species": ["F", "C", "C", "C", "C", "C", "C", "H", "H", "H", "H", "H", "F", "C", "C", "C", "C", "C", "C", "H", "H", "H", "H", "H", "F", "C", "C", "C", "C", "C", "C", "H", "H", "H", "H", "H", "F", "C", "C", "C", "C", "C", "C", "H", "H", "H", "H", "H", "F", "C", "C", "C", "C", "C", "C", "H", "H", "H", "H", "H", "F", "C", "C", "C", "C", "C", "C", "H", "H", "H", "H", "H", "F", "C", "C", "C", "C", "C", "C", "H", "H", "H", "H", "H", "F", "C", "C", "C", "C", "C", "C", "H", "H", "H", "H", "H", "F", "C", "C", "C", "C", "C", "C", "H", "H", "H", "H", "H", "F", "C", "C", "C", "C", "C", "C", "H", "H", "H", "H", "H", "F", "C", "C", "C", "C", "C", "C", "H", "H", "H", "H", "H", "F", "C", "C", "C", "C", "C", "C", "H", "H", "H", "H", "H", "F", "C", "C", "C", "C", "C", "C", "H", "H", "H", "H", "H", "C", "N", "O", "O", "H", "H", "H", "C", "N", "O", "O", "H", "H", "H", "C", "N", "O", "O", "H", "H", "H", "C", "N", "O", "O", "H", "H", "H"], "xyz": [[1.662, -4.100, 3.517], [2.142, -3.281, 4.487], [1.931, -3.477, 5.803], [2.397, -2.584, 6.775], [2.981, -1.407, 6.339], [3.133, -1.221, 5.000], [2.699, -2.118, 4.026], [1.398, -4.361, 6.121], [2.168, -2.672, 7.827], [3.395, -0.629, 6.963], [3.487, -0.252, 4.680], [2.740, -1.932, 2.963], [2.754, 1.926, 4.363], [3.816, 2.728, 4.467], [4.146, 3.240, 5.685], [5.266, 4.115, 5.783], [5.962, 4.455, 4.630], [5.532, 3.947, 3.393], [4.467, 3.091, 3.288], [3.788, 2.828, 6.617], [5.505, 4.634, 6.699], [6.763, 5.177, 4.680], [5.927, 4.347, 2.471], [4.050, 2.726, 2.361], [2.181, -1.391, -6.013], [1.487, -1.597, -4.875], [1.221, -2.894, -4.498], [0.547, -3.121, -3.291], [-0.097, -2.037, -2.663], [0.103, -0.781, -3.173], [0.885, -0.532, -4.210], [1.688, -3.733, -4.993], [0.424, -4.142, -2.962], [-0.651, -2.368, -1.797], [-0.240, 0.045, -2.568], [1.079, 0.450, -4.615], [-4.900, -4.465, -1.831], [-4.221, -5.384, -2.455], [-3.042, -5.903, -1.836], [-2.337, -6.941, -2.492], [-2.839, -7.421, -3.669], [-3.972, -6.860, -4.307], [-4.697, -5.919, -3.591], [-2.675, -5.525, -0.893], [-1.376, -7.257, -2.114], [-2.298, -8.237, -4.125], [-4.299, -7.305, -5.235], [-5.538, -5.440, -4.070], [4.312, -3.243, -2.121], [4.660, -2.204, -1.453], [6.002, -1.994, -1.210], [6.357, -0.844, -0.482], [5.402, 0.173, -0.262], [4.057, -0.061, -0.546], [3.672, -1.282, -1.129], [6.818, -2.615, -1.550], [7.411, -0.774, -0.257], [5.599, 1.128, 0.202], [3.265, 0.641, -0.334], [2.651, -1.475, -1.423], [-0.680, 6.570, -4.762], [0.128, 5.487, -4.567], [1.077, 5.224, -5.538], [1.896, 4.051, -5.400], [1.689, 3.220, -4.374], [0.748, 3.468, -3.414], [-0.083, 4.600, -3.481], [1.117, 5.996, -6.292], [2.546, 3.863, -6.242], [2.460, 2.469, -4.284], [0.712, 2.781, -2.581], [-0.864, 4.672, -2.738], [2.189, 8.084, 3.109], [1.616, 6.936, 2.732], [1.568, 5.941, 3.728], [0.846, 4.772, 3.554], [0.209, 4.659, 2.285], [0.342, 5.586, 1.319], [0.974, 6.767, 1.568], [2.002, 6.153, 4.694], [0.693, 4.110, 4.394], [-0.280, 3.729, 2.035], [-0.205, 5.490, 0.393], [0.888, 7.642, 0.942], [-2.223, 2.253, 3.577], [-2.167, 1.457, 4.708], [-3.333, 1.324, 5.532], [-3.265, 0.454, 6.626], [-2.042, -0.160, 6.951], [-0.898, 0.079, 6.228], [-0.912, 0.918, 5.097], [-4.282, 1.719, 5.201], [-4.117, 0.228, 7.250], [-1.927, -0.787, 7.823], [0.070, -0.258, 6.570], [-0.071, 1.059, 4.434], [-5.701, 0.869, -7.626], [-4.495, 0.949, -6.992], [-3.265, 0.778, -7.679], [-2.049, 0.718, -6.953], [-2.116, 0.740, -5.609], [-3.302, 0.901, -4.911], [-4.474, 1.031, -5.608], [-3.211, 0.696, -8.755], [-1.087, 0.570, -7.419], [-1.256, 0.702, -4.958], [-3.374, 0.938, -3.834], [-5.418, 1.168, -5.102], [-2.325, -6.434, 2.081], [-2.584, -5.171, 2.522], [-3.678, -4.436, 2.024], [-3.957, -3.174, 2.462], [-3.167, -2.609, 3.443], [-2.122, -3.354, 4.036], [-1.815, -4.599, 3.535], [-4.361, -4.861, 1.303], [-4.752, -2.658, 1.944], [-3.467, -1.631, 3.789], [-1.516, -2.941, 4.828], [-0.886, -5.100, 3.766], [6.660, 0.538, -7.627], [6.134, 0.555, -6.348], [6.368, 1.648, -5.514], [5.823, 1.741, -4.216], [4.920, 0.747, -3.851], [4.695, -0.353, -4.649], [5.250, -0.447, -5.950], [6.958, 2.473, -5.885], [5.992, 2.621, -3.613], [4.527, 0.789, -2.846], [4.102, -1.192, -4.317], [4.934, -1.250, -6.599], [-0.514, -3.706, 0.450], [0.585, -4.378, 0.167], [0.526, -5.674, -0.301], [1.690, -6.408, -0.530], [2.912, -5.759, -0.217], [2.982, -4.502, 0.380], [1.831, -3.816, 0.546], [-0.499, -6.009, -0.365], [1.736, -7.383, -0.992], [3.815, -6.296, -0.468], [3.880, -4.005, 0.718], [1.832, -2.869, 1.066], [-5.359, 0.439, 2.890], [-6.579, 0.892, 2.633], [-7.056, 1.944, 3.362], [-8.340, 2.441, 3.146], [-9.241, 1.853, 2.268], [-8.759, 0.734, 1.487], [-7.403, 0.329, 1.642], [-6.321, 2.415, 3.997], [-8.586, 3.315, 3.731], [-10.183, 2.341, 2.064], [-9.465, 0.363, 0.758], [-7.042, -0.443, 0.977], [2.722, 3.634, 0.102], [3.954, 3.582, -0.785], [5.022, 3.405, -0.227], [3.866, 3.645, -2.013], [2.710, 2.749, 0.739], [1.782, 3.547, -0.443], [2.763, 4.548, 0.695], [-1.034, -0.529, 1.087], [0.355, -0.022, 0.941], [0.862, 0.172, -0.191], [0.895, 0.248, 1.995], [-1.214, -0.946, 0.096], [-1.684, 0.283, 1.416], [-1.039, -1.403, 1.738], [-3.099, 3.586, 0.405], [-2.157, 3.099, -0.618], [-2.716, 2.922, -1.696], [-0.968, 2.855, -0.305], [-4.087, 3.145, 0.269], [-3.114, 4.668, 0.278], [-2.850, 3.342, 1.438], [-4.706, -1.667, -1.070], [-3.976, -0.371, -0.767], [-4.404, 0.353, 0.103], [-2.969, -0.146, -1.388], [-5.628, -1.633, -0.490], [-4.120, -2.467, -0.617], [-4.761, -1.810, -2.149]], "orbital_gap_ev": 8.548, "lumo_energy_ev": -0.286, "e_homo_ev": -8.8}

Record 2
{"formula": "C4H4OTb", "method": "wB97M-V/def2-TZVPD", "species": ["O", "C", "C", "C", "C", "H", "H", "H", "H", "Tb"], "xyz": [[-0.302, 1.023, 1.117], [0.476, 0.037, 1.528], [0.570, -1.079, 0.591], [0.083, -2.266, -0.132], [0.274, -0.974, -0.823], [0.384, -1.177, 2.096], [1.409, 0.272, 2.079], [-0.922, -2.665, 0.085], [0.814, -3.074, -0.303], [-0.699, 1.210, -0.993]], "orbital_gap_ev": [7.275, 6.827], "spin_multiplicity": 8, "lumo_energy_ev": [-10.739, -11.349], "de_lowest_kj_mol": 448.4, "charge": 2, "e_homo_ev": [-18.0, -18.2]}

no.,strongest force on any atom (eV/Å)
1,4.6
2,2.9